Entry 1:
{"formula": "C44H44F3N5O", "method": "ωB97M-V with the def2-TZVPD basis set", "species": ["F", "C", "C", "C", "C", "C", "C", "H", "H", "H", "H", "H", "F", "C", "C", "C", "C", "C", "C", "H", "H", "H", "H", "H", "F", "C", "C", "C", "C", "C", "C", "H", "H", "H", "H", "H", "C", "C", "C", "N", "C", "C", "H", "H", "H", "H", "H", "C", "C", "C", "N", "C", "C", "H", "H", "H", "H", "H", "C", "C", "C", "N", "C", "C", "H", "H", "H", "H", "H", "C", "C", "C", "N", "C", "C", "H", "H", "H", "H", "H", "C", "C", "C", "N", "C", "C", "H", "H", "H", "H", "H", "C", "O", "H", "H", "H", "H"], "coordinates": [[-2.72410, -1.13932, 2.38320], [-2.25995, -2.19405, 3.08817], [-2.19045, -3.43001, 2.46877], [-1.85589, -4.55057, 3.21764], [-1.41925, -4.38882, 4.53571], [-1.54121, -3.14521, 5.15977], [-1.99586, -2.04328, 4.43655], [-2.55566, -3.54040, 1.45205], [-1.90449, -5.49868, 2.70000], [-1.11184, -5.25994, 5.10656], [-1.10848, -2.94123, 6.13286], [-2.03070, -1.07322, 4.91706], [-4.51080, 6.08930, 1.70531], [-4.07937, 5.83774, 2.95837], [-4.01057, 6.89160, 3.81171], [-3.54522, 6.65759, 5.08574], [-3.06100, 5.38656, 5.43599], [-3.22222, 4.32983, 4.57560], [-3.64003, 4.56820, 3.28683], [-4.33719, 7.85393, 3.43330], [-3.56523, 7.45005, 5.82414], [-2.79044, 5.25816, 6.48099], [-2.86198, 3.37540, 4.90922], [-3.78920, 3.77760, 2.55497], [4.42551, -4.47471, 2.21871], [4.09773, -5.08674, 1.09689], [4.10139, -6.47634, 1.05605], [3.82717, -7.10755, -0.15191], [3.45874, -6.35526, -1.25365], [3.30299, -4.96659, -1.15941], [3.62945, -4.34143, 0.04021], [4.42755, -7.02733, 1.93365], [3.90132, -8.18589, -0.17441], [3.19194, -6.89143, -2.16034], [3.03674, -4.36428, -2.01532], [3.53328, -3.26911, 0.17435], [0.91511, 6.04836, -2.22509], [0.70348, 7.13950, -1.43364], [0.97012, 6.99794, -0.11125], [1.48232, 5.93453, 0.41350], [1.77026, 4.92707, -0.37075], [1.47007, 4.90687, -1.70526], [0.66832, 6.05752, -3.28316], [0.25563, 8.01856, -1.87517], [0.67424, 7.77297, 0.59078], [2.27380, 4.09364, 0.11118], [1.68453, 4.09109, -2.38428], [4.13307, 0.19051, -3.27073], [3.50654, -1.03962, -3.15291], [4.04049, -2.09278, -3.83869], [5.17903, -2.04115, -4.50275], [5.74466, -0.83831, -4.64029], [5.27024, 0.28464, -4.02004], [3.72874, 1.01234, -2.69010], [2.57596, -1.10563, -2.60941], [3.69377, -3.11995, -3.71376], [6.67457, -0.86000, -5.20228], [5.76671, 1.23967, -4.15037], [-3.05580, 3.95508, -1.33139], [-2.55654, 5.02921, -0.65591], [-2.39506, 6.22873, -1.33269], [-2.61777, 6.39546, -2.61015], [-3.05123, 5.33447, -3.26509], [-3.35815, 4.11876, -2.65792], [-3.21287, 2.97103, -0.89810], [-2.46607, 5.04034, 0.42363], [-2.06524, 7.10798, -0.79244], [-3.22820, 5.50875, -4.32492], [-3.72093, 3.28491, -3.24393], [0.42656, -1.62756, -0.17805], [1.62474, -0.94512, -0.09216], [1.60373, 0.41025, 0.07761], [0.48146, 1.11083, 0.11596], [-0.66351, 0.47682, 0.07983], [-0.74968, -0.89840, -0.07143], [0.43682, -2.70822, -0.28847], [2.56634, -1.47498, -0.14853], [2.51776, 0.98756, 0.16188], [-1.57215, 1.02192, 0.32168], [-1.70316, -1.41343, -0.06808], [-1.23498, -5.74552, -0.82271], [-0.37742, -6.06459, 0.24428], [-0.62482, -7.21443, 0.97028], [-1.64008, -8.02505, 0.70438], [-2.48452, -7.67862, -0.27133], [-2.26876, -6.61282, -1.11426], [-1.06605, -4.84665, -1.40379], [0.47624, -5.40417, 0.37555], [0.05542, -7.54151, 1.75273], [-3.32591, -8.34135, -0.43963], [-2.94049, -6.42395, -1.94739], [-0.15361, 0.89929, -3.30924], [0.95648, 1.60861, -2.74218], [0.16715, 0.52963, -4.28724], [-0.45942, 0.04995, -2.69607], [-0.97843, 1.58612, -3.54602], [0.65385, 1.96829, -1.88949]], "homo_ev": -9.3, "e_tot_ev": -63989.7127, "smiles": "Fc1ccccc1.Fc1ccccc1.Fc1ccccc1.c1ccncc1.c1ccncc1.c1ccncc1.c1ccncc1.c1ccncc1.CO", "de_lowest_kj_mol": 0.0, "homo_lumo_gap_ev": 9.7, "total_charge": 0, "max_force_ev_per_a": 2.29}



Entry 2:
{"formula": "C44H44LaNO5P2STe", "method": "ωB97M-V with the def2-TZVPD basis set", "species": ["La", "Te", "C", "C", "C", "N", "C", "C", "C", "P", "C", "C", "C", "C", "C", "C", "C", "C", "C", "C", "C", "C", "P", "C", "C", "C", "C", "C", "C", "C", "C", "C", "C", "C", "C", "H", "H", "H", "H", "H", "H", "H", "H", "H", "H", "H", "H", "H", "H", "H", "H", "H", "H", "H", "H", "H", "H", "H", "H", "C", "C", "C", "O", "C", "H", "H", "H", "H", "H", "H", "H", "H", "O", "S", "O", "O", "O", "C", "C", "C", "C", "C", "C", "C", "C", "C", "C", "H", "H", "H", "H", "H", "H", "H", "H", "H", "H", "H", "H"], "coordinates": [[-1.06549, -0.43070, -0.61310], [1.96934, -1.77006, 2.66505], [3.36512, -1.31861, 4.26320], [4.46235, -2.12140, 4.54656], [5.32279, -1.77170, 5.58185], [5.17108, -0.68817, 6.34375], [4.11691, 0.08224, 6.05715], [3.20245, -0.18505, 5.04668], [1.29170, 0.17075, 2.23876], [-0.55212, 0.25851, 2.29326], [-0.91584, 2.06403, 2.53612], [-2.10288, 2.58718, 2.01653], [-2.41955, 3.93266, 2.13402], [-1.54906, 4.79696, 2.79092], [-0.36515, 4.29522, 3.31916], [-0.05565, 2.94607, 3.19284], [-0.99519, -0.34762, 4.02105], [-1.34490, -1.68643, 4.15512], [-1.61183, -2.25024, 5.39615], [-1.54420, -1.46599, 6.54077], [-1.22495, -0.12093, 6.42553], [-0.95528, 0.43153, 5.17476], [1.55753, 0.51273, 0.44806], [3.39750, 0.09867, 0.21683], [4.36364, 0.37659, 1.17955], [5.68734, -0.00362, 0.99917], [6.06531, -0.66783, -0.16595], [5.11596, -0.93982, -1.13543], [3.78857, -0.55810, -0.93589], [1.78454, 2.35769, 0.28940], [1.29472, 3.00232, -0.84513], [1.47235, 4.36843, -1.04249], [2.14914, 5.12266, -0.09121], [2.63736, 4.49879, 1.05125], [2.45938, 3.13164, 1.23067], [4.66815, -3.01004, 3.95740], [6.18489, -2.39732, 5.79825], [3.98895, 0.96757, 6.67444], [2.37247, 0.48946, 4.85045], [-2.78777, 1.92699, 1.49145], [-3.33786, 4.30650, 1.69639], [-1.78560, 5.85088, 2.87898], [0.32732, 4.96057, 3.82433], [0.88071, 2.55400, 3.57746], [-1.41113, -2.29574, 3.25772], [-1.86303, -3.30278, 5.46633], [-1.74227, -1.90051, 7.51427], [-1.17783, 0.50545, 7.30960], [-0.71914, 1.48641, 5.10496], [4.06613, 0.85897, 2.10560], [6.41738, 0.19792, 1.77568], [7.09412, -0.98320, -0.30413], [5.39541, -1.46789, -2.04099], [3.03095, -0.80149, -1.67731], [0.73597, 2.43176, -1.58094], [1.07425, 4.84019, -1.93344], [2.28612, 6.18852, -0.23481], [3.15348, 5.07975, 1.80826], [2.83058, 2.64871, 2.12921], [-3.93771, -3.60079, -2.21255], [-2.58798, -4.34374, -2.33930], [-1.95814, -4.16617, -0.96497], [-2.46633, -2.91920, -0.49219], [-3.85738, -2.91351, -0.84213], [-4.78718, -4.28310, -2.25925], [-4.05408, -2.86463, -3.00682], [-1.96514, -3.87972, -3.10412], [-2.70888, -5.39836, -2.58995], [-0.87156, -4.10675, -0.95658], [-2.27153, -4.96057, -0.27679], [-4.20396, -1.88506, -0.84154], [-4.40188, -3.47710, -0.07766], [-3.10931, 0.31669, -2.92773], [-3.19084, 1.18902, -1.64271], [-4.20309, 2.16100, -1.88927], [-1.82944, 1.73805, -1.39082], [-3.48118, 0.24588, -0.52888], [0.26077, -0.63660, -4.31225], [-1.18972, -0.17112, -4.41638], [-1.18423, 1.35313, -4.58358], [-1.90395, -0.61958, -3.11448], [-1.88938, -0.78530, -5.64118], [-3.25446, -0.53543, -5.84870], [-3.93770, -1.09517, -6.91556], [-3.28063, -1.93198, -7.81478], [-1.93573, -2.19452, -7.62230], [-1.25093, -1.62422, -6.54668], [0.73537, -0.18002, -3.44188], [0.84475, -0.35260, -5.19581], [0.34746, -1.71910, -4.17783], [-0.87544, 1.84001, -3.65677], [-2.16775, 1.74331, -4.84409], [-0.48146, 1.63101, -5.37479], [-2.40757, -1.55535, -3.36935], [-3.78488, 0.09237, -5.14191], [-4.99324, -0.88401, -7.04302], [-3.81446, -2.37118, -8.64916], [-1.40559, -2.84987, -8.30365], [-0.20088, -1.84882, -6.41674]], "homo_ev": [1.2, 1.2], "e_tot_ev": -95633.9006, "homo_lumo_gap_ev": [2.7, 2.7], "total_charge": -2, "max_force_ev_per_a": 3.08}



Entry 3:
{"formula": "C44H44N3O", "method": "ωB97M-V with the def2-TZVPD basis set", "species": ["C", "C", "N", "C", "C", "C", "C", "C", "C", "C", "C", "C", "C", "C", "C", "C", "C", "C", "N", "C", "C", "C", "C", "C", "C", "C", "C", "C", "C", "H", "H", "H", "H", "H", "H", "H", "H", "H", "H", "H", "H", "H", "H", "H", "H", "H", "H", "H", "H", "H", "H", "H", "H", "H", "H", "H", "H", "H", "H", "H", "C", "C", "C", "C", "C", "C", "N", "C", "C", "C", "C", "C", "C", "C", "C", "C", "O", "C", "C", "H", "H", "H", "H", "H", "H", "H", "H", "H", "H", "H", "H", "H"], "coordinates": [[0.78191, 1.92863, 7.31792], [-0.39471, 2.24616, 8.22426], [-1.67305, 1.90741, 7.63521], [-2.80125, 2.68443, 8.10163], [-4.10486, 1.90515, 8.09267], [-4.32220, 1.20731, 6.75619], [-3.10468, 0.46961, 6.30163], [-1.81477, 0.87396, 6.76077], [-0.67396, 0.14307, 6.32411], [-0.82981, -0.94329, 5.48646], [-2.10967, -1.40448, 5.06786], [-2.26566, -2.60357, 4.31737], [-1.18529, -3.32880, 3.83742], [-1.23696, -4.63087, 3.37687], [-0.06169, -5.33421, 2.97694], [1.11302, -4.65154, 2.55562], [2.27399, -5.32594, 2.22428], [2.32100, -6.74704, 2.31716], [3.44942, -7.42749, 1.97392], [4.65191, -6.76091, 1.52127], [4.37521, -5.41572, 0.87315], [3.47184, -4.56638, 1.75591], [3.50266, -8.87305, 1.99051], [2.60139, -9.48261, 3.05015], [1.18746, -8.92643, 2.95410], [1.16198, -7.44491, 2.76985], [0.00134, -6.74919, 3.04823], [-3.23269, -0.63619, 5.48204], [0.69482, 0.50131, 6.80129], [0.79761, 2.62418, 6.47074], [1.70679, 2.05665, 7.88543], [-0.25782, 1.68500, 9.16640], [-0.40949, 3.31295, 8.47377], [-2.57247, 3.03405, 9.11483], [-2.92895, 3.57688, 7.46437], [-4.08575, 1.15517, 8.89304], [-4.92983, 2.59428, 8.28883], [-5.15231, 0.49926, 6.85352], [-4.61865, 1.94926, 5.99882], [0.07291, -1.47223, 5.18017], [-3.27621, -2.96782, 4.13351], [-0.20735, -2.84973, 3.84968], [-2.17912, -5.17586, 3.41116], [1.10373, -3.56247, 2.47562], [5.33334, -6.59772, 2.37510], [5.16454, -7.42682, 0.81733], [5.32486, -4.90137, 0.70745], [3.89256, -5.57007, -0.09967], [3.14049, -3.68680, 1.19411], [4.04901, -4.19868, 2.61813], [3.19382, -9.27076, 1.00741], [4.54391, -9.17061, 2.15582], [2.57912, -10.56643, 2.91459], [3.00596, -9.26693, 4.04623], [0.65546, -9.41153, 2.12215], [0.63846, -9.18108, 3.86832], [-0.88019, -7.29928, 3.38264], [-4.22932, -0.94898, 5.16249], [1.41106, 0.36562, 5.98351], [0.99652, -0.19176, 7.60194], [-3.89260, 1.23680, 1.20653], [-4.67309, 0.32869, 1.93765], [-4.64199, -1.03146, 1.62535], [-3.82995, -1.51563, 0.58727], [-3.85102, -3.00689, 0.29355], [-3.26456, -3.46291, -0.91087], [-3.18957, -4.78129, -1.30510], [-3.96608, -5.72234, -0.69015], [-3.93953, -7.05420, -1.05034], [-3.10567, -7.48121, -2.06537], [-2.27774, -6.55288, -2.71158], [-2.34101, -5.16924, -2.36842], [-1.50708, -4.25339, -3.02029], [-0.58838, -4.69103, -3.98168], [-0.49247, -6.05922, -4.30502], [-1.33220, -6.97457, -3.68826], [-4.37825, -3.75302, 1.15808], [-3.02046, -0.60241, -0.10820], [-3.06657, 0.76547, 0.18126], [-3.93074, 2.30145, 1.43778], [-5.31912, 0.66478, 2.75018], [-5.25658, -1.73111, 2.19421], [-2.87958, -2.73563, -1.61111], [-4.56649, -5.35830, 0.12854], [-4.58711, -7.71822, -0.48951], [-3.06391, -8.52428, -2.36750], [-1.54086, -3.18886, -2.79784], [0.05338, -3.96211, -4.48156], [0.23643, -6.39467, -5.04684], [-1.28695, -8.04111, -3.92284], [-2.35072, -0.97372, -0.88095], [-2.45098, 1.45255, -0.40223]], "homo_ev": -8.9, "e_tot_ev": -52854.4101, "de_lowest_kj_mol": 18.9, "homo_lumo_gap_ev": 5.0, "total_charge": 1, "max_force_ev_per_a": 1.35}